# 1
83
Properties=species:S:1:pos:R:3:forces:R:3:mulliken_charge:R:1 method="wB97M-V/def2-TZVPD" homo_lumo_gap_ha="0.2672 / 0.2832" multiplicity=3 charge=0 s2=2.01
Pt 0.2605 -1.3920 0.7344 -0.0703 -0.1025 0.2388 2.262
Sb -0.2524 1.5292 1.3047 -0.3232 0.7505 0.0539 -0.055
Cl -0.5214 -0.3021 3.7632 0.0372 0.1179 0.5236 -0.143
F -0.4275 5.5245 -3.5212 0.0117 -0.0706 0.0463 -0.365
F -5.5688 4.1061 3.3992 0.1128 -0.0701 -0.0606 -0.339
F 3.5645 3.9994 5.6496 -0.1112 -0.0525 -0.1529 -0.343
N 1.2063 -0.4295 -1.2564 0.1454 0.1218 0.5400 -0.648
N -1.0110 -3.1472 -0.2103 0.2407 0.2668 0.7432 -0.705
N -1.0325 -2.8819 -1.5289 -0.5024 -0.3471 -0.4465 1.472
N 1.4579 -3.1388 -1.4400 0.0650 -0.3516 -0.5034 1.033
N 0.5266 -1.0024 -2.2674 -0.1893 0.3296 -0.6764 2.054
N 1.6640 -2.7644 -0.1791 -0.0262 0.1012 1.1651 -0.413
C -0.3584 4.6729 -2.4755 0.0107 -0.0729 0.0951 0.251
C 2.4158 2.4344 2.6025 -0.0101 0.0000 -0.0564 -0.292
C 2.7385 3.5095 4.7000 -0.0806 -0.0605 -0.0980 0.298
C 2.4831 -4.6786 -3.1210 -0.1486 0.0996 -0.0433 -1.416
C 3.2761 2.9398 3.5615 0.1238 0.1174 0.2264 -0.714
C -2.6089 -3.1352 -3.4661 0.1459 0.0123 -0.0179 -1.303
C -3.3079 4.3495 2.7911 -0.1710 0.0745 0.0688 -0.734
C 1.7290 0.7048 -1.7069 -0.1031 -0.2161 -0.2495 0.440
C -2.1856 -3.3428 -2.0580 -0.1956 -0.0666 0.2189 0.617
C 2.3855 -4.0572 -1.7749 0.3278 -0.1745 0.1898 0.750
C 1.0391 2.5037 2.7580 -0.3343 -0.3054 -0.5155 0.310
C -3.2473 1.6535 2.1176 0.0956 -0.0369 0.0543 -0.696
C 1.3712 3.5687 4.8983 0.2115 0.0533 0.1468 -0.707
C 3.1940 -4.2686 -0.6682 -0.1739 0.0646 -0.1719 -1.191
C 0.5597 -0.1992 -3.3504 0.1964 0.3045 -0.0526 0.448
C 2.7184 1.5066 -0.9445 -0.1188 0.0253 0.2123 -1.119
C -2.3568 -4.3909 1.4514 0.0240 0.2330 0.0064 -1.493
C -4.4324 3.5553 2.9207 0.0569 -0.0830 -0.0354 0.277
C 0.4586 4.9897 -1.4071 -0.0103 0.1624 -0.2232 -0.702
C -2.9066 -3.9409 -1.0406 0.1880 0.1191 -0.0982 -1.205
C -0.2263 2.9464 -0.3343 0.1639 -0.3193 0.4559 0.367
C -2.1500 3.7760 2.2968 0.0099 -0.0112 -0.0776 -0.446
C 3.0812 -3.1831 1.7407 -0.0949 0.1029 0.0395 -1.185
C -1.1009 3.5078 -2.5069 -0.0196 0.2080 -0.1422 -0.590
C -2.1204 -3.8051 0.1067 0.0335 0.0797 -0.3513 0.403
C 2.6895 -3.4268 0.3276 -0.2048 0.1379 -0.1460 0.296
C -0.7247 -1.6574 2.6192 0.1758 -0.4276 -0.7724 -1.073
C -0.1532 -0.4911 -4.6196 0.0108 -0.1019 0.0036 -1.435
C -2.1025 2.4226 1.9898 0.5061 -0.4050 -0.1370 0.175
C -4.4277 2.2181 2.5721 -0.2575 0.1085 0.0679 -0.490
C 0.5313 3.0518 3.9271 -0.1130 0.0161 0.0228 -0.321
C 1.3233 0.9058 -3.0292 -0.0518 -0.2808 0.0146 -1.417
C -1.0203 2.6447 -1.4301 0.0023 -0.0239 0.0818 -0.649
C 0.5121 4.1178 -0.3343 0.0276 0.0100 0.0942 -0.317
B 0.2908 -2.5252 -2.2454 -0.0133 0.1667 0.4614 -1.335
H -0.3349 -2.5380 3.1308 -0.0479 0.0568 -0.0331 0.436
H 1.5837 1.7289 -3.6616 0.0137 0.2047 -0.2032 0.530
H 1.1539 4.3471 0.5067 0.0490 0.0976 0.0662 0.449
H 3.3982 1.9864 -1.6472 0.0888 -0.0073 0.0727 0.450
H -5.3326 1.6364 2.6637 -0.0714 -0.0239 0.0483 0.465
H 2.3829 -2.4485 2.1611 0.2316 -0.1503 0.0524 0.082
H 2.8372 1.9597 1.7323 0.1262 -0.0378 -0.1418 0.220
H -3.8579 -4.4263 -1.1238 -0.2073 -0.1097 -0.0439 0.506
H -1.7185 3.2887 -3.3628 -0.0729 -0.0142 -0.1297 0.473
H -2.9272 -2.1017 -3.6059 -0.0048 0.0327 -0.1002 0.164
H -1.5772 1.7166 -1.4494 -0.1013 -0.0881 -0.0660 0.417
H 1.0417 5.8973 -1.4255 0.0184 0.1223 -0.0204 0.480
H 3.0263 -4.0971 2.3286 0.0103 -0.0529 0.0603 0.306
H 1.5642 -5.2093 -3.3643 -0.0158 -0.0607 -0.1052 0.268
H -3.0950 -3.8182 2.0096 -0.0465 -0.0067 0.1290 0.253
H 3.2810 0.8566 -0.2746 0.0707 0.0428 0.0126 0.309
H -1.2732 4.3916 2.1468 0.0439 0.0844 0.0729 0.533
H -1.8024 -1.7744 2.4867 0.1304 -0.0107 -0.0118 0.445
H 2.2388 2.2969 -0.3687 0.1044 0.0094 0.0258 -0.082
H 4.3458 2.8808 3.4353 0.1197 0.0223 0.0387 0.464
H -0.5344 3.0625 4.1024 -0.0574 0.0495 0.0396 0.453
H -2.7280 -5.4081 1.3381 0.0122 -0.0287 0.0837 0.416
H 0.2857 -2.9611 -3.3461 -0.0382 -0.0777 -0.2900 -0.171
H -3.3453 5.3882 3.0862 -0.0444 0.0684 -0.0623 0.441
H 4.0947 -2.7934 1.8091 0.0737 0.0326 0.0453 0.311
H 3.3139 -5.3793 -3.1450 0.0033 -0.0134 -0.0009 0.386
H 4.0271 -4.9376 -0.5939 0.1696 -0.1468 -0.0386 0.495
H 2.6455 -3.9136 -3.8791 0.0057 -0.0350 -0.1119 0.266
H 0.1620 0.2172 -5.3799 -0.0187 0.0305 -0.0901 0.417
H -1.8006 -3.3423 -4.1615 0.0448 -0.0070 -0.1295 0.319
H -3.2144 0.6007 1.8682 -0.0820 -0.0720 0.0303 0.283
H -1.4212 -4.4047 2.0021 0.0081 -0.0557 0.1615 0.289
H 0.0498 -1.5012 -4.9669 0.0032 -0.0584 -0.0889 0.320
H -1.2303 -0.3970 -4.4821 -0.0725 0.0016 -0.0507 0.150
H 0.9785 4.0020 5.8054 -0.0139 0.0247 0.0938 0.458
H -3.4510 -3.7839 -3.6908 -0.0321 -0.0265 -0.0578 0.387



# 2
98
Properties=species:S:1:pos:R:3:forces:R:3:mulliken_charge:R:1 method="wB97M-V/def2-TZVPD" homo_lumo_gap_ha=0.3298 smiles="C=C[C@@](OC(=O)C[C@H](C)Cl)(B(O)N(C)C)S(C)(=O)=O.CNC(C)=O.CNC(C)=O.CNC(C)=O.CNC(C)=O.CNC(C)=O" charge=0
Cl -5.5377 -0.5627 0.4158 0.8628 -0.1216 0.5541 -0.264
S 1.1014 -0.2827 3.9981 1.5380 1.3776 4.2381 1.419
O -2.1780 -0.7378 3.4823 1.9924 -0.5836 -2.6010 -0.593
O 0.3278 -0.4905 -6.2377 -0.0313 0.0437 -0.1361 -0.631
O -2.4612 0.7608 -1.4840 0.1049 -0.1575 -0.1355 -0.660
O 4.0606 2.4604 0.6371 0.0483 0.0914 0.2648 -0.610
O 2.8496 -0.8093 -1.0355 0.0118 0.0396 -0.1493 -0.689
O -2.1637 3.0764 2.2529 0.0825 0.1466 0.0993 -0.598
O 0.2246 -0.2281 5.2041 0.7594 0.1525 -2.9450 -0.633
O 0.1029 -3.1678 4.6062 -0.5436 0.1565 -2.5246 -0.640
O 2.5201 -0.5511 4.4220 -2.5597 0.0186 -1.8539 -0.744
O -0.5040 -0.8864 1.8170 -1.4231 -0.7120 1.2998 0.270
N 2.8822 -0.0611 -3.1458 -0.0896 0.1105 0.5503 -0.086
N -1.4250 -0.8171 -7.5899 0.3639 0.2990 0.0355 -0.142
N -3.7160 -0.6988 -2.6258 0.3911 0.1871 -0.0674 0.087
N -2.4503 2.7427 4.4465 0.0164 0.3702 -0.3260 -0.003
N 0.0842 -4.2128 2.3644 0.8843 2.2547 -0.2441 -0.026
N 6.1787 2.4417 1.3585 -0.3812 0.1261 0.1607 -0.148
C 1.1324 1.3823 3.1482 -0.8344 0.4755 -1.0254 -0.395
C -0.2594 -0.1924 -7.2688 0.0130 -0.2798 0.3806 0.894
C -4.0744 -1.5705 -3.7230 -0.3095 0.0672 0.4481 -0.740
C 0.2654 0.8562 -8.2123 0.1037 0.1016 -0.0232 -1.412
C 0.5232 -1.4702 2.6494 2.7148 0.3213 -1.2595 0.257
C 4.3908 3.0202 2.9408 -0.0565 0.0412 0.0973 -1.150
C -1.5877 0.0662 -3.5987 0.0476 0.0211 0.0254 -1.077
C -5.0828 -2.4990 2.3446 0.1133 0.4686 -0.6281 -1.034
C -0.3861 -4.0170 0.9789 -0.2969 -1.4144 -1.0905 -0.762
C 7.2609 2.5815 2.3095 0.1329 -0.1489 -0.4820 -0.864
C 2.6720 0.8782 -4.2274 0.1126 -0.4656 -0.2807 -0.751
C 1.1744 -5.1989 2.5149 -0.3129 -2.0414 0.5083 -1.114
C 2.6061 0.0985 -1.8243 0.1436 -0.2151 -0.0330 0.740
C 1.8152 -1.5673 1.6826 1.2645 -0.7787 0.3338 -0.086
C 2.9065 -2.4081 1.9135 -1.6397 1.3859 -0.4396 -1.417
C -2.9400 -1.3843 1.2713 0.6727 1.5510 -0.9250 -0.458
C -2.2429 5.0444 3.6105 0.0197 0.1725 -0.0929 -1.509
C -2.6049 3.1083 5.8381 0.0414 -0.5100 -0.0814 -1.005
C -1.8041 -0.9809 2.3328 -2.7646 0.1824 0.9727 0.331
C 2.0037 1.4034 -1.3790 -0.1488 -0.0229 0.0106 -0.469
C -4.4153 -1.1233 1.7923 -0.4694 -1.4359 1.0122 0.470
C -2.2652 -0.6117 -8.7511 -0.1847 -0.3659 0.3228 -0.910
C -2.2808 3.5581 3.3729 -0.0117 -0.5337 -0.2581 1.030
C 4.8467 2.6225 1.5631 -0.1173 -0.1556 -0.5102 0.719
C -2.6063 0.0787 -2.4902 -0.1148 0.2256 0.4189 0.802
B 0.2483 -2.9880 3.1704 -0.6905 -1.3232 2.5274 0.834
H 4.8321 3.9790 3.2214 0.0540 -0.1042 0.1215 0.456
H 1.1978 1.2594 -7.8183 -0.1293 -0.1309 0.0518 0.296
H -1.5199 -4.1935 0.9648 1.5375 0.4544 -0.1759 0.182
H 7.9515 3.3406 1.9357 0.1142 -0.0057 0.2586 0.291
H -2.4649 1.7609 4.2042 0.0867 -0.0195 0.1163 0.078
H -1.1844 -0.9397 -3.7302 -0.0106 0.0742 -0.2080 0.367
H 3.6361 1.0795 -4.7002 -0.0819 0.2367 -0.0876 0.329
H 2.0699 -5.0498 1.8330 -1.0312 0.2204 0.8191 0.280
H -1.4087 5.3000 4.2674 -0.1484 0.0734 0.0923 0.351
H 0.1187 1.6052 2.6577 1.3216 -0.5174 0.7125 0.061
H -0.7676 0.7344 -3.3383 -0.1464 -0.0746 0.0427 0.064
H -4.5143 -0.3279 2.5883 0.4774 -0.8299 -1.1958 0.264
H 1.9308 1.4149 2.3315 -0.9822 -0.3131 1.2213 -0.270
H -4.4011 -3.3388 1.9864 -1.1090 0.8518 0.7274 0.257
H -2.1019 5.5566 2.6590 -0.0172 -0.1920 0.0566 0.309
H -1.8000 2.6392 6.4078 -0.0895 0.1344 0.1865 0.279
H 3.5868 -2.6625 1.0438 -0.6307 0.8820 1.2995 0.235
H 7.7859 1.6262 2.3759 0.1160 0.1122 0.2350 0.279
H -2.5743 4.1855 5.9865 -0.0024 -0.0862 -0.1112 0.403
H 1.5013 -5.2983 3.6092 -0.3937 0.4645 -1.6200 0.310
H 3.2836 -0.9615 -3.3644 -0.0738 0.0929 -0.0231 0.253
H -2.7993 -2.4425 0.8882 -0.1500 1.2840 0.6231 0.463
H 2.6830 2.2264 -1.6059 -0.1320 0.0222 0.0353 0.438
H 6.4048 2.1764 0.4108 -0.0109 -0.0052 0.1084 0.230
H 1.8517 -0.8645 0.7790 -0.4682 -1.5798 1.0437 0.127
H 0.4657 0.4161 -9.1913 -0.1102 0.1413 -0.0335 0.380
H -0.7112 -3.7174 4.6715 1.0711 0.1152 0.2495 0.306
H -0.4527 1.6736 -8.3046 0.0324 -0.0532 -0.1714 0.359
H 2.0067 0.4159 -4.9603 0.0018 0.2744 -0.0557 0.138
H 1.0395 1.5602 -1.8684 0.0650 0.1045 -0.0293 0.221
H -3.1854 5.3804 4.0474 0.1295 0.0624 0.1236 0.384
H 6.9063 2.8690 3.2964 -0.0529 -0.0387 -0.1317 0.341
H -3.5624 2.7194 6.1914 0.0468 0.1601 0.2245 0.308
H -5.1978 -2.4956 3.4715 0.3807 -0.0330 -1.3462 0.246
H 0.7396 -6.2307 2.2495 0.6655 1.3312 0.3101 0.396
H 1.3015 2.2193 3.9000 -0.0482 -1.5352 -0.5945 0.518
H -2.0373 0.4184 -4.5296 0.0934 -0.1689 -0.0686 0.365
H -5.0334 -1.2385 -4.1274 0.0445 -0.1825 -0.2193 0.304
H 2.2362 1.8124 -3.8812 0.0610 -0.1117 0.0969 0.316
H -2.3467 -1.5588 -9.2887 -0.1069 0.1626 -0.2046 0.311
H -3.3267 -1.5654 -4.5131 0.0004 0.0624 0.1274 0.150
H 3.1692 -2.8078 2.9366 -0.7240 0.0658 -1.3244 0.381
H -1.7096 -1.5059 -6.9085 0.0271 0.0416 -0.0925 0.208
H 4.6646 2.2504 3.6656 0.0234 0.1242 0.0656 0.393
H -2.7831 -0.6888 0.3743 0.0038 -0.8893 1.0602 -0.296
H -3.2579 -0.3116 -8.4089 -0.0403 0.0698 -0.2742 0.291
H 3.3075 3.1261 2.9440 0.1733 -0.0087 -0.1230 0.106
H 0.0638 -4.8492 0.3311 -0.6529 1.1701 0.7796 0.385
H 1.8431 1.3778 -0.3023 0.1153 -0.0225 -0.1555 -0.354
H -1.8666 0.1495 -9.4175 0.0312 -0.0644 0.1283 0.326
H -4.1859 -2.5853 -3.3342 -0.0128 -0.0886 -0.2827 0.290
H -0.1084 -3.0422 0.4752 -0.3235 -0.9256 0.7973 0.273
H -6.1202 -2.6269 1.8805 1.5367 0.1093 0.7294 0.366
H -4.3474 -0.6324 -1.8377 0.0133 -0.0397 -0.0638 0.027



# 3
7
Properties=species:S:1:pos:R:3:forces:R:3:mulliken_charge:R:1 method="wB97M-V/def2-TZVPD" homo_lumo_gap_ha="0.1545 / 0.3501" charge=0
P -0.6845 -1.0417 0.7192 0.9973 1.3331 0.1997 0.153
F -1.5379 -2.3592 0.6087 -0.1731 -0.9812 0.2925 -0.209
N 3.3941 -1.0399 1.0397 0.5982 1.4207 -2.4908 -0.344
C 3.5718 0.3922 -1.0225 0.0576 0.7105 -0.7628 -0.019
C 3.5493 -0.4113 0.0560 -0.6994 -2.5955 3.8969 0.316
C 3.3352 1.3704 -1.6938 0.0199 0.4667 -0.6450 0.048
H 0.3626 -1.3580 1.7050 -0.8005 -0.3543 -0.4905 0.054